*one*
Molecular formula: C4H5N2
Method: DFT, ωB97M-V/def2-TZVPD

As for the net charge: +1. For the HOMO-LUMO gap (alpha / beta), the calculation gives 11.54 / 3.53 eV. The calculation puts the HOMO energy (alpha / beta) at -15.5 / -12.0 eV. As for the spin multiplicity: 1.

Geometry (Å):
C -2.20669 -1.34712 -0.02401
C -2.29365 -0.13143 -0.10198
C 0.82659 0.63120 -0.18804
C 3.23392 -0.04578 -0.07658
N 1.92537 0.21102 0.06078
N -2.46562 1.14341 0.03178
H -2.29690 -2.33558 -0.35919
H 3.43423 -1.01941 -0.54165
H 3.88006 0.69978 0.19891
H -1.71050 1.72940 -0.27111
H -3.40404 1.34917 -0.25979

---

*two*
Molecular formula: C4H5N2
Method: DFT, ωB97M-V/def2-TZVPD

As for the net charge: +1. For the HOMO-LUMO gap (alpha / beta), the calculation gives 7.95 / 6.91 eV. The calculation puts the HOMO energy (alpha / beta) at -14.8 / -14.4 eV. As for the spin multiplicity: 1.

Geometry (Å):
C -0.33691 -0.71482 1.31987
C -0.42642 -1.49531 2.30553
C 0.95429 0.22694 0.42282
C -0.09411 0.70848 -1.71928
N -0.94253 -0.41370 0.17324
N -0.05749 0.34602 -0.37054
H -0.31579 -1.97587 3.22875
H 1.57579 0.95490 0.90360
H 0.72259 0.28913 -2.19810
H -1.02522 0.28652 -2.07589
H -0.05419 1.78771 -1.98999

---

*three*
Molecular formula: C4H5N2
Method: DFT, ωB97M-V/def2-TZVPD

As for the net charge: +1. For the HOMO-LUMO gap, the calculation gives 9.73 eV. The calculation puts the HOMO energy at -15.6 eV. As for the spin multiplicity: 1.

Geometry (Å):
C -0.42003 -1.97987 -0.00780
C -0.94834 -0.80539 0.00227
C 3.05325 0.69973 0.06609
C -1.85565 1.46822 -0.02785
N -1.43707 0.29749 0.01013
N 2.25149 -0.09829 -0.06599
H -0.66290 -2.74953 0.71102
H 0.30632 -2.25405 -0.76218
H 3.79518 1.44710 0.16985
H -2.56777 1.82705 0.70462
H -1.51449 2.14755 -0.80017

---

The structure with the least stability is *two*.

---

*one*
Molecular formula: C4H5N2
Method: DFT, ωB97M-V/def2-TZVPD

As for the net charge: +1. For the HOMO-LUMO gap (alpha / beta), the calculation gives 7.37 / 7.67 eV. The calculation puts the HOMO energy (alpha / beta) at -12.6 / -13.2 eV. As for the spin multiplicity: 1.

Geometry (Å):
C -3.20386 0.04354 0.05567
C -1.43982 0.02096 0.02003
C 0.49201 -0.14581 -0.10269
C -0.34318 1.06987 -0.08144
N -0.55292 -0.98873 -0.09441
N 1.75000 -0.37837 0.11671
H -0.48349 1.80782 -0.86281
H -0.06844 1.66178 0.79985
H -0.61236 -1.95371 0.00132
H 2.56664 0.19734 -0.05612
H 1.89544 -1.33467 0.20389

---

*two*
Molecular formula: C4H5N2
Method: DFT, ωB97M-V/def2-TZVPD

As for the net charge: +1. For the HOMO-LUMO gap (alpha / beta), the calculation gives 9.08 / 9.08 eV. The calculation puts the HOMO energy (alpha / beta) at -14.1 / -14.1 eV. As for the spin multiplicity: 1.

Geometry (Å):
C -2.23818 0.56720 1.02644
N -1.12047 -0.09577 0.19352
C -0.03705 -0.54051 -0.02782
N 1.04608 -0.25157 -0.96786
C 2.51849 0.09448 -0.73735
C 2.25034 -0.96998 -1.41001
H -2.69787 1.45484 0.53059
H -1.74345 1.00717 1.94036
H -3.07250 -0.06632 1.32131
H 3.00119 0.74199 -0.04522
H 2.09342 -1.94154 -1.82396

---

The structure with the least stability is *one*.

---

*one*
Molecular formula: C6H10N3O
Method: DFT, ωB97M-V/def2-TZVPD

As for the net charge: +1. For the HOMO-LUMO gap (alpha / beta), the calculation gives 6.60 / 5.92 eV. The calculation puts the HOMO energy (alpha / beta) at -9.5 / -14.7 eV. As for the spin multiplicity: 3.

Geometry (Å):
C -1.03069 -0.11457 0.54556
C -0.48188 -2.34171 0.79977
C 1.18285 1.56675 -0.86073
C 1.36702 0.59400 0.32130
C 0.30276 0.49618 -1.51364
C 0.25040 -0.23587 -0.17061
N -1.40110 -1.23485 1.10642
N 0.42214 -1.70118 -0.01599
N -1.69150 1.03557 0.70091
O -0.49677 -3.48880 1.07035
H 0.54872 2.48334 -0.71022
H 2.13570 1.79720 -1.34964
H 2.22476 0.03666 0.51144
H 1.30308 0.98481 1.31922
H -0.59415 0.72760 -2.08489
H 1.08749 -0.00644 -2.10765
H -2.36962 -1.22866 1.45288
H 1.34548 -2.08474 -0.12660
H -1.45010 1.83610 0.09573
H -2.65459 0.87862 1.01640

---

*two*
Molecular formula: C6H10N3O
Method: DFT, ωB97M-V/def2-TZVPD

As for the net charge: +1. For the HOMO-LUMO gap (alpha / beta), the calculation gives 6.35 / 7.50 eV. The calculation puts the HOMO energy (alpha / beta) at -9.9 / -14.1 eV. As for the spin multiplicity: 3.

Geometry (Å):
C -2.09154 -0.40515 0.32802
C -1.04670 -0.57815 1.19782
C -2.12527 0.64336 -0.59601
C 0.25568 0.60357 -1.46199
C 0.84546 0.17043 2.61669
C 1.87092 -0.97530 -2.47253
N -0.16307 0.34983 1.56989
N 1.07645 -0.22592 -1.66454
N -0.70861 1.32677 -1.04468
O -2.87660 0.95121 -1.48699
H -2.94999 -1.06278 0.15274
H -0.81731 -1.58604 1.44060
H 1.38469 -0.75024 2.71833
H 1.59611 1.09615 2.42608
H 0.42252 0.52677 3.59825
H 2.92549 -0.69929 -2.47388
H 1.90789 -1.87597 -1.91827
H 1.41690 -1.14845 -3.49825
H -0.35555 1.32415 1.44869
H -0.56746 2.31505 -0.87999

---

The structure with the least stability is *two*.

---

*one*
Molecular formula: H14NaO7
Method: DFT, ωB97M-V/def2-TZVPD

As for the net charge: +1. For the HOMO-LUMO gap, the calculation gives 10.81 eV. The calculation puts the HOMO energy at -14.2 eV. As for the spin multiplicity: 1.

Geometry (Å):
Na -0.04975 -0.24119 -0.33733
O -2.51538 -0.26374 1.24710
H -1.80007 -0.45516 1.87707
H -2.72742 0.66668 1.37075
O 1.53358 0.75500 -2.21622
H 1.20807 1.64510 -2.40225
H 2.48008 0.86799 -2.06806
O 2.01776 -2.04822 -0.66302
H 2.31996 -2.93932 -0.44844
H 2.74863 -1.48366 -0.38651
O -1.31164 -1.46302 -1.85417
H -2.02922 -1.03273 -2.33212
H -1.24607 -2.34721 -2.23109
O -0.01515 -1.12284 2.48364
H 0.64546 -0.51771 2.83635
H 0.30310 -2.00865 2.69877
O 0.44926 1.90135 1.53181
H 1.34057 1.77044 1.18566
H 0.57025 2.01519 2.48307
O -1.10258 1.77225 -0.89394
H -1.31052 2.39861 -0.18936
H -1.50892 2.13083 -1.69170

---

*two*
Molecular formula: H14NaO7
Method: DFT, ωB97M-V/def2-TZVPD

As for the net charge: +1. For the HOMO-LUMO gap, the calculation gives 10.79 eV. The calculation puts the HOMO energy at -14.5 eV. As for the spin multiplicity: 1.

Geometry (Å):
Na 0.31573 -0.30005 -0.47527
O -0.14227 -1.01705 -2.76827
H 0.45473 -1.56805 -3.32027
H -0.98227 -1.50505 -2.82227
O -1.70427 0.82395 -0.88127
H -1.84227 0.83495 -1.79827
H -2.53227 0.67195 -0.41527
O -0.39827 2.86295 1.04873
H -0.24427 1.94595 1.20473
H -1.26027 3.02495 1.43173
O 2.04673 -1.81205 0.08073
H 1.70173 -2.31005 0.85573
H 2.94073 -1.71705 0.21673
O -1.24027 -1.96605 -0.03527
H -1.04127 -2.30805 0.84573
H -2.06527 -1.46905 -0.00227
O 0.32773 0.24795 1.96573
H 0.87273 0.11795 2.71173
H -0.60127 0.04895 2.16273
O 1.76773 1.56995 -0.29527
H 1.32273 2.39195 -0.22327
H 2.30373 1.43095 0.51273

---

The structure with the least stability is *two*.

---

*one*
Molecular formula: HN2O3P
Method: DFT, ωB97M-V/def2-TZVPD

For the HOMO-LUMO gap, the calculation gives 9.78 eV. The calculation puts the HOMO energy at -9.8 eV. As for the spin multiplicity: 1.

Geometry (Å):
O -2.19744 -1.27507 -0.29663
N -2.19847 -0.22589 0.24576
P -2.14954 1.05852 0.92518
O 1.37435 -0.38609 0.97485
N 2.16938 -0.43436 0.10525
O 1.85237 0.28522 -0.94837
H 1.14935 0.97767 -1.00603

---

*two*
Molecular formula: HN2O3P
Method: DFT, ωB97M-V/def2-TZVPD

For the HOMO-LUMO gap, the calculation gives 8.43 eV. The calculation puts the HOMO energy at -9.0 eV. As for the spin multiplicity: 1.

Geometry (Å):
O -1.24045 2.68993 -0.66184
N -0.54722 1.89474 -0.24277
P 0.34342 1.15080 0.64917
O 4.31810 -0.15680 -0.03573
N 3.14510 -0.24364 -0.21077
O 2.48636 0.90497 -0.63876
H 3.14629 1.55631 -0.59941

---

The structure with the least stability is *two*.

---

*one*
Molecular formula: C10H10N2
Method: DFT, ωB97M-V/def2-TZVPD

For the HOMO-LUMO gap, the calculation gives 9.11 eV. The calculation puts the HOMO energy at -8.4 eV. As for the spin multiplicity: 1.

Geometry (Å):
C 3.89325 -0.40473 -0.63907
C 2.32213 0.64943 1.04518
C 0.44162 0.13781 0.33255
C 1.41492 -0.32754 -0.60448
C -1.10624 0.07670 0.22556
C -1.69975 1.30269 -0.26511
C -3.06262 1.14518 -0.43996
C -3.76013 0.02024 -0.08640
C -3.05189 -1.12553 0.46351
C -1.74518 -1.07172 0.56945
H 4.31476 0.64980 -0.51587
H 3.46781 -0.83453 -1.81520
H 4.57094 -1.08274 0.20236
H 3.43874 0.74079 1.70480
H 1.15219 -0.73154 -1.55173
H -1.01551 2.40973 -0.63750
H -3.52721 2.22320 -0.59199
H -4.91326 -0.48206 -0.22255
H -3.69212 -2.01530 0.69761
H -1.21043 -2.09972 0.77885
N 2.62372 0.02263 -0.09534
N 1.14426 0.79722 1.44532

---

*two*
Molecular formula: C10H10N2
Method: DFT, ωB97M-V/def2-TZVPD

For the HOMO-LUMO gap, the calculation gives 10.24 eV. The calculation puts the HOMO energy at -9.5 eV. As for the spin multiplicity: 1.

Geometry (Å):
C -0.58589 -2.92139 2.23630
C -0.86453 -2.19622 1.14794
C -1.59567 -0.97868 1.32756
N -1.95566 -0.56894 2.49407
C -1.48889 -1.22581 3.57334
C -0.88903 -2.44169 3.58213
H -0.15954 -3.90366 1.91252
H -0.54507 -2.33221 0.09175
H -1.64044 -0.38050 0.34911
H -1.70076 -0.87321 4.67006
H -0.63079 -3.08721 4.48794
C 1.56209 1.67617 -1.28306
C 1.20473 0.67726 -2.10741
C 0.70969 0.89250 -3.28085
N 0.36551 2.06259 -3.68491
C 0.78100 3.09870 -2.91508
C 1.34970 3.01331 -1.71368
H 2.02210 1.49117 -0.40325
H 0.95195 -0.32419 -1.69678
H 0.57786 0.24712 -4.09596
H 0.83940 4.08253 -3.36555
H 1.69225 3.99236 -1.32620

---

*three*
Molecular formula: C10H10N2
Method: DFT, ωB97M-V/def2-TZVPD

For the HOMO-LUMO gap, the calculation gives 9.36 eV. The calculation puts the HOMO energy at -8.6 eV. As for the spin multiplicity: 1.

Geometry (Å):
C 1.38288 -0.66019 1.79953
C 2.95149 0.86312 0.58618
C 2.73336 1.78655 -0.44965
C 0.89175 0.70326 -0.28917
C -0.51246 0.18959 -0.51367
C -0.77084 -1.20214 -0.79412
C -2.02858 -1.68152 -0.94620
C -3.13381 -0.78277 -0.78486
C -2.86126 0.55064 -0.67394
C -1.59777 0.92838 -0.42124
H 2.29642 -1.22344 2.20568
H 0.90574 -1.71143 1.44083
H 0.57772 -0.14187 2.37030
H 3.76949 0.69018 1.43865
H 3.53008 2.41904 -0.70851
H 0.36232 -1.90786 -0.87868
H -2.30649 -2.66364 -1.15199
H -4.24112 -1.26214 -0.97868
H -3.65749 1.21199 -0.54984
H -1.44622 2.03771 -0.37560
N 1.70465 0.22154 0.65466
N 1.45015 1.63499 -0.97969

---

The structure with the least stability is *one*.